C49H55ClN5Ti as an isolated structure at a distorted geometry. Source: the Open Molecules 2025 dataset; level of theory: the ωB97M-V functional and the def2-TZVPD basis.

Last column: Mulliken charge in e.
Element x y z (Å)
1 Ti 12.646 12.405 9.587  -1.490
2 C 8.704 15.044 14.378  -1.286
3 C 8.634 14.098 13.164  -0.589
4 C 9.671 14.194 12.080  0.773
5 C 10.030 15.349 11.401  1.358
6 C 9.344 16.691 11.452  -1.225
7 C 10.260 17.681 12.171  -1.318
8 C 11.156 15.103 10.590  -0.302
9 C 11.758 16.009 9.672  -1.018
10 C 12.661 15.517 8.743  -0.636
11 C 13.312 16.200 7.684  1.218
12 C 13.030 17.612 7.276  -0.800
13 C 11.554 17.753 6.937  -1.134
14 C 14.182 15.277 7.009  0.880
15 C 14.038 14.098 7.688  -2.193
16 C 14.717 12.791 7.569  -0.066
17 C 15.509 12.601 8.829  -1.440
18 N 14.727 12.099 9.850  0.960
19 C 15.623 11.703 10.860  -0.120
20 C 15.149 10.823 11.852  -0.609
21 C 13.753 10.529 11.906  -0.884
22 N 12.780 11.363 11.406  0.319
23 C 11.577 10.936 11.976  -0.043
24 C 10.502 11.829 12.045  -1.427
25 C 10.545 13.174 11.628  -0.333
26 N 11.467 13.718 10.717  0.542
27 C 11.760 9.730 12.668  0.910
28 C 13.128 9.477 12.666  0.690
29 C 13.936 8.316 13.135  -0.393
30 C 13.386 6.945 12.756  -1.481
31 C 10.651 8.868 13.153  -0.942
32 C 10.509 8.727 14.659  -1.368
33 C 16.976 12.030 10.431  0.317
34 C 16.838 12.718 9.182  1.696
35 C 17.948 13.286 8.363  -0.446
36 C 19.007 12.313 7.804  -1.348
37 C 18.185 11.826 11.255  -0.842
38 C 17.967 12.325 12.703  -1.257
39 N 13.081 14.163 8.688  1.072
40 C 15.001 15.627 5.805  -1.192
41 C 16.256 16.374 6.199  -1.044
42 H 7.822 15.011 15.014  0.412
43 H 8.796 16.066 14.066  0.250
44 H 9.581 14.876 15.003  0.328
45 H 7.582 14.202 12.745  0.296
46 H 8.662 13.035 13.491  0.164
47 H 8.377 16.604 11.973  0.416
48 H 9.078 17.026 10.430  0.364
49 H 10.733 17.246 13.073  0.307
50 H 9.680 18.583 12.427  0.386
51 H 11.098 18.031 11.561  0.428
52 H 11.447 17.041 9.706  0.813
53 H 13.747 17.918 6.482  0.334
54 H 13.270 18.242 8.165  0.284
55 H 11.285 17.207 6.040  0.282
56 H 11.312 18.783 6.659  0.461
57 H 10.894 17.488 7.765  0.225
58 H 15.270 12.718 6.654  0.733
59 H 15.862 10.257 12.452  0.467
60 H 9.597 11.551 12.565  0.372
61 H 14.197 8.357 14.221  0.371
62 H 14.886 8.408 12.604  0.273
63 H 12.541 6.604 13.351  0.259
64 H 14.161 6.184 12.890  0.434
65 H 13.077 6.944 11.709  0.347
66 H 10.795 7.858 12.739  0.426
67 H 9.735 9.221 12.667  0.430
68 H 11.375 8.207 15.051  0.279
69 H 9.622 8.204 15.006  0.423
70 H 10.503 9.717 15.127  0.337
71 H 18.464 14.082 8.966  0.422
72 H 17.455 13.784 7.510  -0.223
73 H 19.565 11.796 8.587  0.306
74 H 19.705 12.851 7.192  0.473
75 H 18.567 11.570 7.152  0.252
76 H 19.024 12.411 10.820  0.321
77 H 18.482 10.781 11.263  0.306
78 H 17.471 13.299 12.656  0.331
79 H 18.933 12.487 13.182  0.426
80 H 17.381 11.623 13.290  0.285
81 H 14.434 16.256 5.096  0.496
82 H 15.279 14.711 5.266  0.359
83 H 16.063 17.369 6.595  0.361
84 H 16.887 16.507 5.287  0.349
85 H 16.851 15.735 6.877  0.176
86 N 13.655 11.771 7.707  0.138
87 C 14.084 10.497 7.431  0.950
88 C 15.065 10.205 6.406  -0.412
89 C 15.624 8.950 6.267  -0.731
90 C 15.051 7.864 6.926  -0.661
91 C 13.983 8.057 7.781  -0.862
92 C 13.477 9.342 8.011  0.078
93 H 15.504 11.085 5.844  0.159
94 H 16.414 8.830 5.579  0.487
95 H 15.460 6.888 6.763  0.370
96 H 13.474 7.210 8.215  0.432
97 H 12.602 9.463 8.669  0.088
98 Cl 6.641 15.742 7.780  -0.285
99 C 7.713 14.383 7.731  0.370
100 C 8.911 14.508 6.990  -0.836
101 C 9.950 13.628 7.215  0.115
102 C 9.829 12.575 8.197  0.123
103 C 10.886 11.669 8.568  -1.093
104 C 8.557 12.448 8.856  -0.177
105 C 7.483 13.291 8.541  -1.004
106 H 8.982 15.358 6.308  0.394
107 H 10.897 13.678 6.685  0.220
108 H 11.440 11.251 7.720  0.926
109 H 10.575 10.880 9.266  0.395
110 H 8.465 11.735 9.693  0.334
111 H 6.511 13.177 8.966  0.431

Forces on atoms 1 to 2 (eV/Å):
0.7 0.3 0.3
0.6 -0.2 -0.2

Energy: -3483.7289 hartree
Charge: -1
ΔE to the lowest compared entry with this formula, charge and spin: 0.000 eV
2S+1: 1

C8H8O2S2 in the gas phase at a distorted geometry. Source: the Open Molecules 2025 dataset; level of theory: the ωB97M-V functional and the def2-TZVPD basis.

Last column: Mulliken charge in e.
Element x y z (Å)
1 C 0.648 1.597 -0.530  0.527
2 C 0.873 0.160 -0.248  0.426
3 C 1.880 -1.976 0.481  -0.445
4 C 0.636 -2.140 -0.067  -0.456
5 C 0.047 -0.910 -0.484  -0.179
6 C -2.587 -0.634 0.244  -0.627
7 C -2.363 0.681 0.937  -0.023
8 C -1.861 0.781 2.155  -0.680
9 H 1.516 3.235 -0.429  0.324
10 H 2.520 -2.710 0.872  0.481
11 H 0.137 -3.102 -0.185  0.420
12 H -3.618 -0.687 -0.151  0.327
13 H -2.457 -1.475 0.924  0.336
14 H -2.585 1.577 0.347  0.260
15 H -1.719 1.752 2.623  0.277
16 H -1.565 -0.095 2.736  0.228
17 O 1.738 2.339 -0.193  -0.455
18 O -0.338 2.093 -1.006  -0.520
19 S 2.354 -0.342 0.491  -0.118
20 S -1.546 -0.865 -1.245  -0.101

Forces on atoms 1 to 2 (eV/Å):
0.1 -0.1 -0.1
0.3 0.2 0.2

Energy: -1256.4897 hartree
Charge: 0
Structure (SMILES): C=CCSc1ccsc1C(=O)O
ΔE to the lowest compared entry with this formula, charge and spin: 0.000 eV
2S+1: 1

A 11-piece molecular cluster, C49H126N6O16 overall at a distorted geometry. Source: the Open Molecules 2025 dataset; level of theory: the ωB97M-V functional and the def2-TZVPD basis.

Last column: Mulliken charge in e.
Element x y z (Å)
1 C -3.520 -2.489 2.865  -1.393
2 C -2.103 -2.968 3.090  1.888
3 C -2.019 -3.911 4.288  -1.554
4 O -1.591 -3.576 1.897  -0.227
5 H -4.227 -3.303 2.715  0.303
6 H -3.574 -1.812 2.006  0.111
7 H -3.862 -1.890 3.715  0.486
8 H -1.480 -2.103 3.374  -0.862
9 H -0.983 -4.268 4.377  0.326
10 H -2.603 -4.829 4.169  0.397
11 H -2.301 -3.414 5.213  0.404
12 H -1.121 -4.376 2.157  0.241
13 C -0.590 0.408 1.423  -0.224
14 C -0.504 0.135 -0.074  2.190
15 C -1.814 -0.039 -0.781  0.402
16 O 0.292 1.094 -0.779  1.683
17 H 0.297 0.901 1.824  -0.407
18 H -0.737 -0.533 1.959  -0.183
19 H -1.454 1.040 1.658  0.145
20 H 0.074 -0.802 -0.167  -1.611
21 H -2.398 0.885 -0.747  -0.795
22 H -2.395 -0.824 -0.293  -0.526
23 H -1.664 -0.325 -1.821  0.903
24 H 1.213 1.084 -0.447  -0.589
25 C -1.509 3.575 -4.961  -1.504
26 C -1.134 3.183 -3.534  0.959
27 C -2.356 3.273 -2.616  -0.503
28 O -0.632 1.855 -3.567  -0.512
29 H -0.682 3.440 -5.657  0.418
30 H -1.874 4.602 -4.956  0.421
31 H -2.303 2.910 -5.316  0.167
32 H -0.391 3.930 -3.207  -0.046
33 H -3.099 2.571 -3.002  -0.002
34 H -2.741 4.290 -2.699  0.745
35 H -2.075 2.929 -1.622  -0.758
36 H -0.303 1.663 -2.670  -0.197
37 C -0.045 2.444 6.157  -0.973
38 C -1.323 2.073 5.398  1.097
39 C -1.381 0.591 5.083  -0.629
40 O -2.426 2.386 6.293  -0.620
41 H 0.808 2.136 5.537  -0.139
42 H 0.131 1.843 7.062  0.507
43 H -0.029 3.483 6.468  0.424
44 H -1.405 2.754 4.555  -0.386
45 H -1.840 -0.020 5.854  0.403
46 H -0.391 0.180 4.839  -0.105
47 H -1.908 0.352 4.150  0.041
48 H -2.267 1.977 7.145  0.383
49 C 3.543 1.425 -2.282  -1.683
50 C 3.562 2.273 -1.034  0.898
51 C 2.806 3.575 -1.271  -0.644
52 O 2.891 1.563 0.002  -0.329
53 H 3.916 0.412 -2.123  0.445
54 H 4.154 1.882 -3.065  0.471
55 H 2.542 1.344 -2.718  0.097
56 H 4.602 2.504 -0.777  0.446
57 H 1.762 3.317 -1.495  -0.415
58 H 3.104 4.083 -2.196  0.408
59 H 2.821 4.270 -0.434  0.065
60 H 3.224 1.914 0.865  -0.392
61 C 2.651 8.611 3.698  -0.944
62 O 2.240 7.858 2.573  -0.104
63 C 2.314 8.616 1.374  -1.020
64 C 1.873 7.766 0.195  -0.166
65 N 0.467 7.397 0.327  -0.512
66 C 0.092 6.304 -0.577  0.110
67 C -1.352 5.929 -0.377  0.237
68 O -1.605 5.298 0.868  -0.535
69 C -1.199 3.944 0.886  1.210
70 H 3.499 9.259 3.448  0.378
71 H 2.962 7.933 4.487  0.244
72 H 1.822 9.252 4.019  0.320
73 H 3.355 8.930 1.209  0.480
74 H 1.709 9.527 1.479  0.430
75 H 2.519 6.872 0.180  0.055
76 H 2.038 8.390 -0.687  0.400
77 H 0.344 7.157 1.304  0.275
78 H 0.749 5.439 -0.382  -0.310
79 H 0.279 6.646 -1.597  0.466
80 H -1.720 5.289 -1.199  -0.483
81 H -2.063 6.755 -0.448  0.408
82 H -1.767 3.326 0.173  -0.720
83 H -1.435 3.520 1.863  -0.170
84 H -0.130 3.834 0.690  0.040
85 C 5.972 -7.086 -6.007  -0.766
86 O 5.234 -6.003 -5.497  -0.297
87 C 4.313 -6.381 -4.515  -0.631
88 C 3.859 -5.133 -3.782  -0.382
89 N 3.255 -4.154 -4.676  -0.346
90 C 3.028 -2.883 -3.993  -1.225
91 C 1.857 -2.895 -3.027  0.264
92 O 2.213 -3.465 -1.805  -0.344
93 C 1.524 -2.898 -0.739  0.196
94 H 6.583 -6.728 -6.828  0.244
95 H 5.314 -7.910 -6.315  0.311
96 H 6.621 -7.532 -5.236  0.294
97 H 4.758 -7.058 -3.769  0.382
98 H 3.426 -6.928 -4.872  0.350
99 H 4.750 -4.754 -3.257  0.253
100 H 3.110 -5.400 -3.038  0.268
101 H 3.930 -4.006 -5.423  0.273
102 H 2.774 -2.124 -4.746  0.478
103 H 3.951 -2.463 -3.559  0.459
104 H 1.010 -3.372 -3.535  0.064
105 H 1.550 -1.844 -2.921  -0.002
106 H 1.949 -1.938 -0.432  0.248
107 H 1.562 -3.586 0.106  0.168
108 H 0.453 -2.797 -0.948  -0.369
109 C 0.586 5.526 3.942  -0.599
110 O 1.054 4.246 3.512  0.199
111 C 2.349 4.214 2.940  0.139
112 C 2.948 2.851 3.327  0.147
113 N 4.063 2.499 2.445  -0.422
114 C 4.606 1.183 2.772  -0.066
115 C 5.823 0.829 1.937  -0.674
116 O 6.856 1.730 2.237  -0.339
117 C 7.815 1.806 1.222  -0.716
118 H 0.460 6.235 3.121  -0.085
119 H 1.265 5.945 4.690  0.320
120 H -0.448 5.319 4.239  0.295
121 H 3.000 5.004 3.343  0.380
122 H 2.318 4.304 1.845  -0.421
123 H 2.166 2.098 3.250  -0.666
124 H 3.299 2.970 4.362  0.369
125 H 4.755 3.236 2.415  0.263
126 H 3.820 0.440 2.643  -0.155
127 H 4.911 1.114 3.831  0.704
128 H 5.555 0.785 0.874  0.153
129 H 6.062 -0.201 2.252  0.436
130 H 7.351 1.908 0.234  0.264
131 H 8.437 0.902 1.167  0.306
132 H 8.471 2.649 1.419  0.270
133 C -3.616 -2.260 -5.805  -0.542
134 O -4.016 -0.973 -6.164  -0.460
135 C -3.663 -0.003 -5.198  -0.786
136 C -4.363 -0.187 -3.871  2.002
137 N -5.800 -0.108 -3.981  -0.265
138 C -6.520 -0.234 -2.740  -0.764
139 C -5.982 0.546 -1.559  -0.009
140 O -5.746 1.888 -1.933  -0.362
141 C -5.318 2.731 -0.878  -0.583
142 H -2.528 -2.281 -5.640  0.236
143 H -3.801 -2.955 -6.625  0.359
144 H -4.115 -2.662 -4.918  0.213
145 H -3.903 0.957 -5.660  0.233
146 H -2.580 0.074 -5.014  0.414
147 H -4.049 0.683 -3.277  -0.798
148 H -3.973 -1.067 -3.327  -0.729
149 H -6.216 -0.609 -4.746  0.318
150 H -6.613 -1.281 -2.400  0.169
151 H -7.544 0.082 -2.965  0.439
152 H -5.038 0.064 -1.237  -0.175
153 H -6.694 0.479 -0.723  0.513
154 H -6.104 2.849 -0.129  0.415
155 H -5.054 3.644 -1.406  0.178
156 H -4.409 2.351 -0.392  0.102
157 C -1.439 -5.425 -3.486  -0.548
158 O -2.310 -5.196 -2.377  -0.467
159 C -2.294 -3.846 -1.984  1.240
160 C -3.275 -3.714 -0.850  0.281
161 N -4.616 -4.034 -1.354  -0.236
162 C -5.666 -3.957 -0.364  -0.184
163 C -6.719 -5.045 -0.561  -0.738
164 O -6.166 -6.300 -0.857  -0.365
165 C -5.361 -6.851 0.154  -0.390
166 H -1.568 -4.734 -4.322  0.197
167 H -1.540 -6.476 -3.733  0.326
168 H -0.413 -5.276 -3.105  0.127
169 H -2.615 -3.260 -2.847  -0.189
170 H -1.297 -3.537 -1.647  -0.482
171 H -3.262 -2.730 -0.378  -0.417
172 H -3.015 -4.411 -0.037  0.198
173 H -4.568 -4.935 -1.815  0.425
174 H -6.099 -2.950 -0.379  0.235
175 H -5.266 -4.066 0.658  -0.173
176 H -7.370 -4.809 -1.404  0.284
177 H -7.330 -5.096 0.356  0.410
178 H -4.941 -7.787 -0.196  0.241
179 H -6.021 -7.045 1.010  0.302
180 H -4.537 -6.196 0.450  0.022
181 C 3.731 -4.344 4.620  -1.680
182 C 2.708 -4.134 3.507  0.991
183 C 2.975 -2.895 2.668  0.185
184 O 3.274 -1.760 3.440  -0.366
185 C 2.102 -1.133 3.889  -1.051
186 N 2.586 -5.313 2.649  -0.588
187 H 4.748 -4.437 4.209  0.341
188 H 3.568 -5.238 5.227  0.450
189 H 3.824 -3.528 5.346  0.309
190 H 1.760 -4.013 4.047  -0.398
191 H 2.139 -2.793 1.971  -0.566
192 H 3.870 -3.060 2.056  0.640
193 H 1.359 -1.045 3.086  0.340
194 H 2.226 -0.121 4.269  0.304
195 H 1.671 -1.754 4.686  0.525
196 H 2.463 -6.129 3.247  0.308
197 H 3.481 -5.527 2.203  0.295

Forces on atoms 1 to 2 (eV/Å):
-0.1 0.6 -0.2
0.0 -0.2 0.6

Energy: -3474.6470 hartree
Charge: 0
Structure (SMILES): COC[C@H](C)N.COCCNCCOC.COCCNCCOC.COCCNCCOC.COCCNCCOC.COCCNCCOC.CC(C)O.CC(C)O.CC(C)O.CC(C)O.CC(C)O
ΔE to the lowest compared entry with this formula, charge and spin: 0.000 eV
2S+1: 1